C18H23BCl2CsF3I2KMgN3NaO9 as an isolated structure. Source: OMol25; level of theory: wB97M-V/def2-TZVPD.

Its charge is +1. The calculation puts the calculated total energy at -118724.2609 eV. As for the HOMO-LUMO gap: 3.20 eV. The calculation puts the molar mass at 1037.212 g mol⁻¹.

```
65
C18H23BCl2CsF3I2KMgN3NaO9 (wB97M-V/def2-TZVPD)
C -0.222 2.495 1.117
C 0.327 1.416 1.285
C 1.172 0.400 1.916
N 2.517 0.625 2.250
C 3.042 -0.510 2.867
C 4.339 -0.598 3.298
C 5.449 -1.058 3.538
N 2.081 -1.461 2.901
C 2.262 -2.798 3.453
C 2.474 -2.807 5.010
C 0.921 -0.947 2.336
C -0.471 -1.598 2.130
I -1.177 -2.757 3.838
C -0.622 -2.360 0.774
C -2.142 -2.536 0.376
I 0.262 -4.326 0.729
H -0.695 3.469 0.979
H 2.941 1.549 2.014
H 6.431 -1.303 3.929
H 1.496 -3.518 3.153
H 3.218 -3.176 3.028
H 2.214 -1.829 5.461
H 1.945 -3.636 5.506
H 3.553 -2.939 5.214
H -1.160 -0.771 2.074
H -0.186 -1.730 -0.026
H -2.255 -2.314 -0.703
H -2.433 -3.592 0.487
H -2.803 -1.842 0.921
C -4.877 4.788 -3.190
O -4.326 6.085 -3.010
C -4.486 6.574 -1.699
C -3.177 6.480 -0.919
O -2.838 5.112 -0.641
C -1.788 4.634 -1.500
H -4.567 4.424 -4.168
H -4.520 4.090 -2.428
H -5.970 4.837 -3.165
H -5.298 6.045 -1.174
H -4.772 7.628 -1.784
H -3.309 6.971 0.045
H -2.369 6.992 -1.447
H -0.840 5.116 -1.214
H -2.010 4.829 -2.549
H -1.699 3.553 -1.357
F 5.276 -1.995 1.612
K 1.769 -6.167 -0.242
Cl 0.280 6.756 -1.052
N 3.770 5.151 -0.899
O 3.354 4.354 -1.713
O 3.634 4.906 0.374
O 4.332 6.177 -1.209
Na -1.446 1.212 3.175
Cs -4.076 6.429 1.592
Cl 1.698 3.903 0.853
B 0.013 -9.706 -5.978
O -0.398 -8.271 -5.905
C 0.067 -7.774 -4.788
O -0.083 -6.633 -4.412
C 0.821 -8.849 -4.042
O 1.367 -8.696 -2.972
O 0.790 -9.959 -4.723
F 0.818 -9.922 -7.093
F -1.111 -10.528 -6.020
Mg 3.494 1.909 3.787
```

These are the Mulliken partial charges, in e, on atoms 1 to 8:
1 C -0.149
2 C -1.247
3 C 0.333
4 N -0.046
5 C 0.482
6 C -0.380
7 C -0.473
8 N 0.377

One molecule with the formula C18H23ClN2O2. Source: OMol25; level of theory: wB97M-V/def2-TZVPD.

For the relative energy (zero: lowest compared OMol25 entry of this formula, charge and spin), the calculation gives 0.144 eV. Its SMILES is C[C@@]1(C(=O)NC2CCCC2)CCC(=O)N1Cc1ccccc1Cl. Its charge is 0. The calculation puts the calculated total energy at -38638.8617 eV. As for the HOMO-LUMO gap: 9.70 eV. The calculation puts the molar mass at 334.847 g mol⁻¹.

```
46
C18H23ClN2O2 (wB97M-V/def2-TZVPD)
C 2.550 -1.107 -0.841
H 3.051 -1.685 -1.614
H 2.088 -1.813 -0.154
H 3.294 -0.526 -0.301
C 1.520 -0.174 -1.495
N 0.444 -0.946 -2.098
C 0.532 -1.080 -3.445
O -0.226 -1.735 -4.121
C 1.746 -0.302 -3.915
C 2.133 0.549 -2.711
H 1.683 1.541 -2.781
H 3.209 0.667 -2.601
H 2.525 -1.018 -4.187
H 1.507 0.282 -4.801
C -0.578 -1.626 -1.352
C -1.708 -0.736 -0.900
C -2.535 -1.119 0.151
C -3.605 -0.338 0.556
C -3.856 0.858 -0.093
C -3.046 1.257 -1.141
C -1.988 0.462 -1.543
H -1.367 0.771 -2.369
H -3.238 2.188 -1.651
H -4.685 1.472 0.223
H -4.228 -0.666 1.374
Cl -2.240 -2.612 0.990
H -0.143 -2.144 -0.492
H -0.989 -2.385 -2.031
C 0.973 0.880 -0.496
O 0.766 2.027 -0.837
N 0.778 0.449 0.760
H 0.929 -0.515 1.004
C 0.463 1.342 1.855
C 1.509 1.212 2.966
H 2.518 1.114 2.567
H 1.476 2.107 3.587
C 1.074 -0.018 3.777
H 1.244 0.141 4.841
H 1.651 -0.896 3.486
C -0.423 -0.224 3.471
H -1.021 -0.245 4.381
H -0.585 -1.171 2.955
C -0.829 0.945 2.568
H -1.619 0.683 1.868
H -1.168 1.789 3.168
H 0.416 2.344 1.424
```

These are the Mulliken partial charges, in e, on atoms 1 to 8:
1 C -1.737
2 H 0.458
3 H 0.333
4 H 0.391
5 C 1.205
6 N 0.320
7 C 0.763
8 O -0.674

Number 1: maximum force 6.18 eV Å⁻¹, HOMO level -9.5 eV. Number 2: maximum force 0.50 eV Å⁻¹, HOMO level -9.2 eV.